[1]
This record from OMol25 describes 20 unconnected molecules or ions with the total composition H40O20 at a distorted geometry. The level of theory is the ωB97M-V functional and the def2-TZVPD basis.

Charge: 0
Kohn-Sham gap (eV): 8.82
Relative energy (zero: lowest compared OMol25 entry of this formula, charge and spin) (eV): 2.521
2S+1: 1
DFT total energy (a.u.): -1528.79031
LUMO (eV): -0.8

CARTESIAN COORDINATES (ANGSTROEM)
O -3.115648 1.777729 -4.085314
H -3.763968 2.105349 -4.708674
H -2.289678 2.168489 -4.370464
O 1.475132 3.799239 -0.801304
H 0.677542 3.334490 -1.054464
H 1.980072 3.155970 -0.303844
O 1.008972 -1.592851 2.142356
H 0.947842 -1.354661 1.217286
H 1.710462 -1.040040 2.486666
O 4.668792 -0.226750 -0.236814
H 5.371052 -0.437811 0.378416
H 4.565082 -1.019150 -0.763664
O 4.629362 3.804890 0.689946
H 4.839282 4.087709 -0.200104
H 4.303532 2.910750 0.587066
O 2.835312 1.467080 0.618836
H 2.012212 0.988679 0.519526
H 3.508882 0.845789 0.342156
O -3.159048 -2.645060 2.757166
H -3.360488 -2.272720 1.898676
H -3.259048 -1.913011 3.365716
O -3.168698 -0.473730 4.193666
H -2.228508 -0.375200 4.043396
H -3.559328 0.298520 3.784666
O 0.058752 -1.814560 -3.153084
H -0.822088 -1.453601 -3.253384
H 0.154072 -1.956670 -2.211304
O 0.685162 -0.186311 -0.386004
H 0.586092 -0.060111 -1.329664
H -0.154628 0.088179 -0.017704
O -2.366838 -0.728520 -3.218544
H -3.084718 -1.238891 -2.843824
H -2.791888 0.040180 -3.598884
O -2.259918 2.961070 -1.619514
H -2.171288 3.844410 -1.977414
H -2.639648 2.449640 -2.333984
O 4.537652 -2.642411 -1.904764
H 4.458212 -2.405890 -2.828874
H 4.160262 -3.520270 -1.848424
O -0.492768 -1.354630 4.668276
H 0.022012 -1.703591 3.940626
H -0.023628 -0.564760 4.937056
O -0.682808 -3.871880 2.176876
H -1.514868 -3.398720 2.171916
H -0.016338 -3.185730 2.141416
O 1.703652 -1.947300 -5.216604
H 1.156932 -1.980320 -4.431594
H 2.600922 -1.930770 -4.883634
O -0.971208 2.238400 0.786246
H -1.558978 2.393449 0.046836
H -1.094968 2.998510 1.354686
O -3.890838 -2.956150 -0.012574
H -4.230908 -3.567070 -0.666304
H -3.886378 -2.107950 -0.456154
O 3.130242 -0.486080 3.811026
H 4.054362 -0.523430 4.057706
H 2.714442 0.014170 4.513216
O -4.176748 3.412430 0.521766
H -3.277668 3.468500 0.198116
H -4.542768 4.282989 0.365586

Cartesian forces (eV/Å) of the 3 atoms listed first:
-0.009 0.035 0.197
-0.369 0.045 -0.157
0.460 0.025 -0.275

=====

[2]
This record from OMol25 describes a molecular structure, C12H18Cl2N2O3PRh at a distorted geometry. The level of theory is the ωB97M-V functional and the def2-TZVPD basis.

Charge: +2
Kohn-Sham gap (alpha / beta) (eV): 4.94 / 4.74
Relative energy (zero: lowest compared OMol25 entry of this formula, charge and spin) (eV): 0.000
2S+1: 5
DFT total energy (a.u.): -2174.86645
LUMO (alpha / beta) (eV): -7.4 / -10.9

CARTESIAN COORDINATES (ANGSTROEM)
C 2.729931 -4.263693 -3.913651
C 2.325981 -3.116230 -3.016399
H 3.109195 -5.096826 -3.307752
H 3.521110 -3.979464 -4.621605
H 1.876877 -4.628520 -4.501026
O 2.438721 -3.077139 -1.813723
Cl 1.628299 -1.720439 -3.859565
Rh -0.011731 -0.178850 -0.141084
P -1.990950 -1.161992 -0.240645
C -2.775794 -1.785533 1.277415
C -3.219135 -0.006012 -0.908786
H -1.323408 -2.185715 -2.288057
H -2.768165 -3.001563 -1.580104
H -1.131198 -3.293798 -0.906184
C -1.792343 -2.552414 -1.369147
H -2.812169 0.438018 -1.821355
H -4.159182 -0.528550 -1.114530
H -3.738311 -2.254442 1.039517
H -2.949356 -0.958673 1.976677
H -3.396060 0.792370 -0.180248
H -2.131126 -2.522643 1.767762
C 0.025134 -0.553965 1.624701
O 0.111491 -0.741874 2.767838
Cl -0.211359 0.706028 -2.335780
N 3.436870 5.885689 1.393209
C 3.976323 4.621918 1.304892
O 5.137441 4.369269 1.576956
C 3.026717 3.554929 0.813451
C 1.720694 3.802962 0.370025
C 0.869068 2.732526 0.056506
N 1.279392 1.461699 0.199747
C 2.540912 1.187727 0.535953
C 3.438999 2.217520 0.851479
H 4.014392 6.617076 1.791414
H 2.449874 6.053112 1.411047
H 1.323601 4.810561 0.260452
H -0.138379 2.903382 -0.338034
H 2.819238 0.132713 0.549907
H 4.443187 1.953912 1.157679

Cartesian forces (eV/Å) of the 3 atoms listed first:
0.087 -0.288 0.062
0.561 -0.614 1.361
-0.152 0.381 -0.004

=====

[3]
This record from OMol25 describes a molecular structure, C29H30FeNO3 at a distorted geometry. The level of theory is the ωB97M-V functional and the def2-TZVPD basis.

Charge: -1
Kohn-Sham gap (alpha / beta) (eV): 3.17 / 5.18
2S+1: 5
DFT total energy (a.u.): -2667.04351
LUMO (alpha / beta) (eV): 2.4 / 2.3

CARTESIAN COORDINATES (ANGSTROEM)
C -4.730948 -1.243091 3.353377
O -4.032815 0.014444 3.483438
C -2.693935 0.038719 3.259939
C -2.098719 1.320062 3.253624
C -0.823270 1.483531 2.786634
C -0.076940 0.378883 2.286384
C 1.176952 0.561754 1.617197
C 1.403405 1.810970 0.810541
N 2.157768 -0.311003 1.989988
C 3.455032 -0.480932 1.485526
C 4.257940 -1.592539 2.108820
O 3.890011 0.194742 0.566514
C -0.628555 -0.922871 2.432136
C -1.926893 -1.099019 2.889291
H -5.768443 -0.978178 3.555950
H -4.633656 -1.653738 2.337842
H -4.368614 -1.973759 4.092841
H -2.692305 2.177439 3.548584
H -0.354696 2.465595 2.832834
H 2.466820 1.844914 0.587223
H 1.131839 2.622980 1.527375
H 1.971113 -0.958343 2.751250
H 4.095237 -1.704496 3.186116
H 4.011581 -2.530923 1.590850
H 5.318045 -1.384943 1.925459
H -0.067482 -1.805208 2.105414
H -2.395041 -2.088240 2.871270
C 3.589471 -2.981966 -3.342141
O 2.324865 -2.856130 -2.665013
C 1.888618 -1.595246 -2.376812
C 0.580778 -1.478884 -1.842055
C 0.116463 -0.240639 -1.437612
C 0.973322 0.868338 -1.473760
C 0.713929 2.050665 -0.523446
C 1.103252 3.445295 -1.128785
C 0.488582 4.229484 -2.243047
C 1.177405 5.514493 -2.343479
C 2.224132 5.540237 -1.337056
C 2.205642 4.251276 -0.642885
Fe 0.455009 5.206308 -0.527124
C -0.800105 4.598135 0.884227
C -1.454030 5.413327 -0.121872
C -0.774192 6.699176 -0.164462
C 0.318257 6.660617 0.793850
C 0.317816 5.352855 1.430747
C 2.207595 0.784985 -2.117463
C 2.715052 -0.450644 -2.490603
H 3.605954 -4.018580 -3.659416
H 3.633132 -2.317548 -4.213845
H 4.422390 -2.784183 -2.657986
H -0.006025 -2.389289 -1.706002
H -0.897429 -0.140115 -1.041147
H -0.364938 2.080468 -0.312319
H -0.296813 3.932501 -2.940513
H 1.006445 6.320136 -3.064851
H 2.948783 6.346277 -1.172794
H 2.916677 3.938347 0.126664
H -1.169126 3.641915 1.242555
H -2.343025 5.122780 -0.684139
H -1.084063 7.559616 -0.759704
H 0.983675 7.487610 1.047970
H 0.993408 5.020635 2.223852
H 2.824965 1.673512 -2.248006
H 3.768398 -0.555212 -2.770943

Cartesian forces (eV/Å) of the 3 atoms listed first:
0.500 0.796 0.176
-0.645 -0.829 0.275
0.925 -0.320 -0.928

=====

[4]
This record from OMol25 describes 2 unconnected molecules or ions with the total composition C6H12Cl2N4O at a distorted geometry. The level of theory is the ωB97M-V functional and the def2-TZVPD basis.

Charge: +2
Kohn-Sham gap (alpha / beta) (eV): 8.13 / 8.04
2S+1: 3
DFT total energy (a.u.): -1449.76976
LUMO (alpha / beta) (eV): -7.0 / -10.5

CARTESIAN COORDINATES (ANGSTROEM)
C -0.619056 0.262974 0.538484
C 0.140365 1.890776 -0.861695
C 0.227546 -0.340678 -0.419971
C -1.363552 2.609321 0.989419
C -0.892538 -2.372180 -1.315738
C 2.714341 -0.419917 0.885890
N 0.644191 0.655959 -1.276951
N -0.627197 1.590555 0.279379
N -1.299653 -0.277538 1.547337
N 0.352548 -1.734247 -0.792177
O 0.331814 2.955205 -1.344157
Cl 3.306691 0.767526 -0.130847
Cl 3.049879 -2.050573 0.629497
H -2.436532 2.508679 0.817123
H -1.152965 2.565098 2.056883
H -1.046715 3.581157 0.605751
H -1.694623 -2.306072 -0.583946
H -1.210317 -1.874859 -2.231538
H -0.700655 -3.422117 -1.536171
H 2.439893 -0.134065 1.894005
H 1.146110 0.555666 -2.147484
H -1.252526 -1.251057 1.793683
H -1.862717 0.320982 2.135202
H 1.069458 -1.793035 -1.530100
H 0.736199 -2.287569 -0.001885

Cartesian forces (eV/Å) of the 3 atoms listed first:
-0.459 0.457 0.635
-0.014 0.330 0.158
-0.124 1.046 -1.857

=====

[5]
This record from OMol25 describes 2 unconnected molecules or ions with the total composition C4H11FN3 at a distorted geometry. The level of theory is the ωB97M-V functional and the def2-TZVPD basis.

Charge: +1
Kohn-Sham gap (eV): 8.36
Relative energy (zero: lowest compared OMol25 entry of this formula, charge and spin) (eV): 1.168
2S+1: 1
DFT total energy (a.u.): -422.87700
LUMO (eV): -3.3

CARTESIAN COORDINATES (ANGSTROEM)
C -0.830544 0.064053 2.263601
C 0.721546 -1.497347 -2.785268
C 0.102020 0.725381 -1.784308
C 0.672512 -0.484693 -1.703917
N -1.593768 0.106959 3.302473
N 0.132378 1.753835 -0.765296
N 0.377514 -0.350309 2.287694
F 1.259357 -0.752246 -0.535280
H -1.292516 0.303717 1.298271
H 0.597615 -2.501342 -2.596372
H -0.142652 -1.264981 -3.474156
H 1.558634 -1.251276 -3.336086
H -0.646215 0.844915 -2.554482
H -2.463820 0.480217 3.345664
H -0.181268 2.689382 -1.184926
H 1.099744 1.970863 -0.637032
H -1.189765 -0.161718 4.173040
H 0.863494 -0.462598 3.162022
H 0.955734 -0.212810 1.524356

Cartesian forces (eV/Å) of the 3 atoms listed first:
-1.898 0.332 -1.844
-2.638 2.560 -0.715
-0.919 -0.445 0.076

=====

Which formula does entry 2 have?
C12H18Cl2N2O3PRh